{
  "formula": "C34H53BaBrN2P2",
  "method": "ωB97M-V with the def2-TZVPD basis set",
  "lumo_energy_ev": -5.79,
  "total_charge": 2,
  "max_force_ev_per_a": 3.1,
  "de_lowest_kcal_mol": 0.0,
  "molar_mass_da": 768.99,
  "energy_ha": -4718.54682,
  "elements": ["Ba", "Br", "P", "P", "N", "N", "C", "C", "C", "C", "C", "C", "C", "C", "C", "C", "C", "C", "C", "C", "C", "C", "C", "C", "C", "C", "C", "C", "C", "C", "C", "C", "C", "C", "C", "C", "C", "C", "C", "C", "H", "H", "H", "H", "H", "H", "H", "H", "H", "H", "H", "H", "H", "H", "H", "H", "H", "H", "H", "H", "H", "H", "H", "H", "H", "H", "H", "H", "H", "H", "H", "H", "H", "H", "H", "H", "H", "H", "H", "H", "H", "H", "H", "H", "H", "H", "H", "H", "H", "H", "H", "H", "H"],
  "positions_angstrom": [[-0.28658, -0.53314, 0.11737], [-6.81105, -0.09172, 0.33334], [1.06108, 2.15630, -1.15995], [-2.28806, 1.38220, 1.46199], [4.17276, -3.74191, 1.01984], [3.13009, -2.20155, -3.92195], [-0.98044, -2.27493, -2.83480], [2.16975, -0.91072, 1.73866], [2.32644, 3.09118, -0.19457], [2.71077, -3.01506, -2.94424], [2.23560, -1.48867, -4.61519], [-1.76662, 2.67336, 2.63998], [-4.66591, 2.96836, 1.45714], [3.22820, 1.21514, -2.73208], [-1.22621, 3.16296, -2.52149], [4.08702, -1.60782, 3.04403], [-5.36117, -0.57467, -0.83085], [4.01436, -2.26729, 0.65090], [2.28477, -0.39946, 4.10586], [2.86423, -4.42850, 1.19064], [1.92767, 2.01612, -2.77930], [1.90289, 3.41887, 1.23709], [-3.80030, 2.00182, 0.65337], [5.06662, -4.46900, 0.07282], [-3.99391, -0.04344, -2.72317], [1.36818, -3.08257, -2.55296], [-2.82026, -0.09777, 2.43217], [-4.24272, -0.05731, 2.98412], [1.61313, -0.32488, 2.85156], [-2.45131, 2.66231, 4.00185], [3.51501, -1.05563, 4.19010], [0.86905, -1.48208, -4.30494], [0.41301, -2.28779, -3.24194], [-4.53767, -1.63336, -0.45943], [-1.84307, -1.24402, -3.07787], [-3.06668, -1.04851, -2.32355], [-3.36184, -1.84081, -1.17619], [-0.09508, 3.54074, -1.56422], [-5.17347, 0.14827, -2.01565], [3.38892, -1.54614, 1.80645], [3.61762, 1.08635, -3.75126], [2.63745, 4.09974, 1.68699], [-0.67539, 2.54695, 2.76097], [2.32394, -4.40539, 0.23679], [-3.77422, 0.56715, -3.60838], [-4.44585, 0.83366, 3.59335], [-4.42184, -0.94036, 3.61633], [-1.92750, 3.63545, 2.12705], [2.28893, -3.92032, 1.96764], [3.23853, 2.47411, -0.19362], [0.18603, -0.87799, -4.90439], [2.60852, -0.88664, -5.44658], [1.06465, -3.78051, -1.76514], [3.46934, -3.64744, -2.46937], [4.03916, -1.14162, 5.15008], [4.60781, -4.48506, -0.92069], [-1.97687, 3.42353, 4.63352], [3.41690, -2.22900, -0.27084], [5.20441, -5.49045, 0.44622], [-2.72516, -0.99092, 1.77741], [-1.84199, 2.33880, -2.13587], [-4.38933, 1.11783, 0.37442], [4.63993, -3.75551, 1.93937], [-0.84591, 2.86004, -3.50461], [-4.98600, -0.09678, 2.17450], [-0.50351, 3.89244, -0.60186], [3.08255, 0.21040, -2.31279], [-3.51755, 2.91380, 3.93635], [0.51915, 4.36028, -1.97778], [5.03499, -1.91901, 0.43042], [1.84066, 0.05532, 4.99093], [1.85532, 2.51989, 1.86695], [0.64759, 0.20997, 2.80916], [-2.69799, -2.66732, -0.87224], [1.20873, 1.53344, -3.46237], [-5.51489, 3.27704, 0.83163], [6.02642, -3.94590, 0.03938], [-4.80471, -2.26243, 0.38975], [4.00268, 1.71416, -2.13647], [-1.60618, -0.45736, -3.79988], [-5.08420, 2.51072, 2.36513], [5.06863, -2.09426, 3.09251], [-4.11436, 3.87241, 1.74554], [3.06694, -5.46383, 1.48151], [-1.28143, -3.10190, -2.17417], [2.11109, 3.03699, -3.15543], [-3.48156, 2.47667, -0.29286], [-2.35337, 1.69874, 4.51468], [-5.91576, 0.87534, -2.33683], [0.92361, 3.91533, 1.28317], [-1.88017, 4.03231, -2.67046], [2.54959, 4.00998, -0.76227], [-2.09263, -0.22768, 3.24948]],
  "atomic_forces_ev_per_a": [[0.96, -0.43, -0.07], [0.14, -0.31, -0.72], [0.27, 0.69, -0.26], [0.11, 0.01, -0.39], [0.24, 0.07, 0.01], [0.10, -0.42, -0.04], [-0.83, 0.84, 0.45], [-1.85, -0.10, -2.54], [0.07, -0.24, -0.04], [-0.61, 0.61, -0.39], [-0.53, -0.15, 0.59], [0.26, -0.10, 0.19], [-0.40, 0.16, 0.00], [0.15, -0.11, -0.16], [-0.06, 0.17, -0.07], [-0.50, 0.09, -0.67], [-0.87, -0.11, -0.21], [0.21, -0.12, -0.13], [-0.56, 0.17, -0.68], [-0.08, -0.24, 0.03], [-0.16, -0.09, -0.13], [0.06, 0.12, 0.19], [-0.14, 0.10, -0.24], [0.09, -0.15, 0.05], [0.46, -0.71, 0.07], [-0.14, 0.24, -0.47], [0.06, 0.12, 0.25], [-0.44, -0.42, 0.23], [1.09, -0.11, 1.81], [-0.05, 0.42, 0.36], [0.12, -0.02, 0.12], [0.58, -0.34, 0.18], [1.11, -0.04, -0.61], [0.31, 0.30, 0.02], [1.06, -0.84, 0.38], [-1.22, 0.12, 0.60], [-0.15, 0.21, -0.54], [0.01, -0.03, 0.30], [0.33, -0.04, 0.53], [0.99, -0.08, 1.69], [-0.01, 0.03, 0.31], [-0.23, -0.18, -0.03], [-0.39, 0.18, 0.00], [0.21, 0.02, 0.23], [-0.16, -0.34, 0.33], [0.18, -0.33, -0.21], [0.03, 0.26, -0.14], [0.16, -0.26, 0.13], [0.14, -0.03, -0.17], [-0.24, 0.24, 0.09], [0.19, -0.25, 0.18], [0.01, -0.18, 0.27], [-0.03, 0.25, -0.28], [-0.27, 0.32, -0.21], [-0.28, 0.14, -0.44], [0.12, 0.00, 0.30], [-0.15, -0.20, -0.02], [0.08, 0.01, 0.33], [0.00, 0.26, -0.20], [-0.04, 0.27, 0.21], [0.09, 0.11, 0.04], [0.31, 0.35, 0.07], [-0.27, 0.10, -0.32], [-0.05, 0.09, 0.17], [0.34, 0.11, 0.35], [0.05, -0.03, -0.32], [-0.03, 0.16, -0.05], [0.33, -0.10, 0.01], [-0.28, -0.25, 0.13], [-0.30, -0.07, 0.06], [0.16, -0.15, -0.11], [0.04, 0.13, -0.19], [0.17, -0.08, 0.11], [-0.42, 0.44, -0.19], [0.27, 0.16, 0.05], [0.20, 0.02, 0.21], [-0.19, -0.15, -0.06], [0.14, 0.25, -0.15], [-0.20, -0.07, -0.18], [0.13, -0.24, 0.25], [0.17, 0.14, -0.36], [-0.17, 0.23, 0.20], [-0.18, -0.21, -0.08], [-0.15, 0.20, -0.07], [0.07, 0.41, -0.29], [-0.06, -0.32, 0.08], [-0.14, -0.16, 0.34], [0.01, 0.19, -0.12], [0.23, -0.05, 0.14], [0.23, -0.06, -0.06], [0.08, -0.28, -0.05], [-0.04, -0.27, 0.16], [-0.09, -0.01, -0.18]]
}

{
  "formula": "C34H53Cl5F3LiN4O8PS2",
  "method": "ωB97M-V with the def2-TZVPD basis set",
  "lumo_energy_ev": -2.78,
  "total_charge": -1,
  "max_force_ev_per_a": 5.4,
  "molar_mass_da": 982.13,
  "energy_ha": -5893.45150,
  "elements": ["Cl", "Cl", "Cl", "Cl", "Cl", "S", "S", "P", "F", "F", "F", "O", "O", "O", "O", "O", "O", "O", "O", "N", "N", "N", "N", "C", "C", "C", "C", "C", "C", "C", "C", "C", "C", "C", "C", "C", "C", "C", "C", "C", "C", "C", "C", "C", "C", "C", "C", "C", "C", "C", "C", "C", "C", "C", "C", "C", "C", "Li", "H", "H", "H", "H", "H", "H", "H", "H", "H", "H", "H", "H", "H", "H", "H", "H", "H", "H", "H", "H", "H", "H", "H", "H", "H", "H", "H", "H", "H", "H", "H", "H", "H", "H", "H", "H", "H", "H", "H", "H", "H", "H", "H", "H", "H", "H", "H", "H", "H", "H", "H", "H", "H"],
  "positions_angstrom": [[3.84424, 1.89147, -6.60700], [-2.63170, -0.74093, 5.36756], [-2.15131, -5.08417, 5.66381], [-2.69585, -2.44573, 7.71800], [-2.99901, 0.42705, 8.01231], [1.28370, -4.40048, -1.24102], [2.24404, -3.51077, 1.48421], [1.14620, 1.26932, 0.00560], [-4.71235, 5.56414, -1.38409], [-5.53727, 3.71167, -0.35463], [-5.04622, 3.69028, -2.62619], [6.60859, 1.26429, -6.74325], [4.03352, -0.83491, -3.37341], [-4.15479, -0.69243, -3.34543], [-3.12664, -1.04099, -5.43886], [2.05339, 2.04035, 1.23465], [8.63210, -0.52008, -6.52146], [6.11592, -2.56036, -3.10465], [-7.20784, 0.30911, -1.31287], [0.47361, 4.33268, 0.16104], [-0.48621, -4.05083, 0.91580], [2.01708, 1.39885, -1.55533], [-0.65951, 3.64220, -0.22490], [0.49382, 4.72049, 1.60901], [0.86069, -4.01239, 0.32798], [5.23872, 0.27323, -5.07132], [7.42798, -1.59349, -4.81253], [-0.86488, -5.41277, 1.43301], [-4.28761, 1.00975, -1.42256], [-1.93155, 4.31146, -0.53106], [-1.13493, -5.26620, 3.04044], [6.45272, 0.38978, -5.91265], [-1.70391, 1.26844, -0.71035], [5.07042, -2.24148, 0.12429], [6.23805, -1.69489, -3.96302], [-0.54304, 3.94754, 2.54839], [-0.91569, -6.64934, 3.83290], [-0.03698, 4.18097, 4.07892], [-2.32120, -2.25741, 0.78742], [5.14732, -0.70449, -4.16448], [-3.07898, 1.97340, -1.03706], [-1.51918, -3.45351, 0.02672], [7.53143, -0.62510, -5.72330], [-2.05988, -7.70743, 3.35581], [-1.90744, 6.59414, -1.92101], [-3.04256, -1.01754, -4.17868], [3.66498, -1.41741, 0.02818], [-2.22208, -0.87087, 7.08587], [-0.50225, 2.17333, -0.32061], [-4.60053, 4.16185, -1.34519], [-1.93113, 5.89905, -0.43527], [-4.17672, 0.73478, -3.02976], [-3.19696, 3.55887, -0.96823], [-1.48814, -0.33616, -0.76258], [2.67688, -1.71893, 1.26160], [-0.04466, 2.74611, 4.85410], [-1.37876, -0.94933, 0.75869], [1.15606, 5.98813, -1.83621], [4.21024, -1.60885, -2.80534], [-0.97124, 7.26971, -1.98671], [-2.33802, -4.20681, -0.29727], [-0.18977, 2.88196, 5.97675], [-0.73065, 4.89123, 4.64018], [-1.73409, -5.90694, 0.88368], [0.08453, -6.06834, 1.31697], [0.66437, 5.13005, -0.46611], [-0.53812, 2.79983, 2.40555], [5.24608, -2.69946, -0.92490], [0.27212, 5.85261, 1.74450], [-0.50238, -0.57083, -1.29091], [5.95838, -1.56374, 0.35765], [-1.77989, -0.16118, 1.48919], [-2.64676, -8.01727, 4.29755], [-1.99967, -1.29214, -3.75792], [-1.05513, 6.35883, 0.13009], [-1.14331, -0.76880, 7.18956], [4.40402, 1.02287, -5.21425], [-3.26753, -2.00042, 0.16864], [-4.21235, -0.01556, -0.89241], [-0.27792, -1.17661, 0.94638], [0.90436, 2.13768, 4.60786], [3.92758, -0.30368, 0.06982], [8.46411, 0.25803, -7.08955], [-5.33123, 1.41862, -1.16911], [1.55805, 4.57521, 2.02546], [-2.69980, -2.56169, 1.82119], [3.25570, -1.40838, 2.21720], [-0.92481, 2.14069, 4.43555], [1.05584, 4.55400, 4.11486], [-1.12016, -2.97414, -0.93000], [-2.32614, -0.84249, -1.34748], [-2.76010, -7.13286, 2.64238], [-7.67942, 0.71173, -2.03910], [-0.31570, -4.53831, 3.41360], [-1.62112, 4.28459, 2.38342], [1.31655, 1.36341, -2.31893], [-2.86300, 7.22515, -2.07368], [-1.55422, -8.59598, 2.84810], [-2.17013, -4.80748, 3.14978], [1.72749, -1.08408, 1.25253], [3.15863, -1.70303, -0.95925], [-5.02528, 1.29779, -3.57865], [5.03219, -3.09365, 0.88583], [0.15442, -7.02320, 3.65406], [2.59794, 1.38241, 1.72938], [-1.12396, -6.44171, 4.99724], [2.55924, 0.51563, -1.65283], [-3.19321, 1.17643, -3.45310], [8.20573, -2.33157, -4.66608], [-2.88986, 6.22167, 0.11048], [-1.88632, 5.76683, -2.72921]],
  "atomic_forces_ev_per_a": [[-2.14, 1.92, -1.73], [0.08, 0.08, 0.05], [-1.54, 1.57, 2.19], [0.18, 0.40, -0.19], [0.06, 0.24, -0.01], [-0.71, 0.62, 1.84], [-0.34, -0.14, 0.28], [0.60, -1.53, 0.19], [0.59, -2.79, 0.09], [2.27, 1.28, -2.70], [1.26, 1.23, 3.34], [0.98, -0.55, 0.20], [0.63, -0.34, 0.20], [1.97, 0.46, -0.72], [-0.01, 0.16, 5.44], [-0.39, 0.20, -1.29], [-0.99, 0.32, 0.37], [-0.01, 0.12, -0.06], [0.96, 0.25, 0.39], [0.07, 0.11, 0.54], [0.77, 0.24, -2.47], [-1.25, -0.01, 1.01], [-3.67, -2.13, -1.83], [0.22, 1.06, 1.63], [-0.42, 0.38, -0.80], [0.34, -0.40, 1.43], [-0.05, -0.21, 0.28], [1.48, -0.96, 2.24], [0.84, 0.25, -0.35], [-1.43, -0.93, -0.35], [1.26, -0.38, -0.89], [-1.01, 0.60, 0.04], [0.88, 3.30, 0.41], [-0.41, -0.14, -0.86], [-0.16, -0.28, 0.04], [0.82, -0.43, 0.56], [-0.77, -0.27, -0.18], [-0.02, -1.09, 0.33], [0.32, 0.06, -0.66], [0.04, 0.27, -0.47], [1.22, 0.13, 0.60], [-2.15, 0.88, -0.09], [1.16, -0.42, -0.42], [0.74, 0.80, 0.47], [-0.28, -0.69, 0.32], [-0.47, 0.01, -4.52], [0.32, -0.53, 0.61], [-0.06, -0.65, 0.18], [-2.85, 0.21, -1.20], [-1.97, -0.56, 0.22], [-0.55, 0.17, -0.52], [0.40, 1.20, -0.25], [4.07, -2.17, 0.74], [0.37, 0.85, 0.52], [0.45, 0.95, -0.25], [-0.38, 0.19, -0.79], [-1.17, 0.00, -0.59], [0.22, 0.07, -0.85], [0.02, 0.07, -0.20], [-1.41, -0.76, -0.15], [1.57, 0.91, 0.50], [0.38, -0.28, -1.55], [1.07, -0.80, -0.87], [1.22, 0.93, 0.46], [-1.67, 0.76, 0.06], [-0.70, -0.74, 1.16], [0.22, 1.91, -0.16], [-0.04, 0.66, 1.92], [0.26, -1.68, -0.33], [-1.38, 0.52, 0.51], [-1.29, -0.83, -0.25], [0.77, -1.13, -0.90], [0.78, 0.28, -1.66], [-1.84, 0.47, 0.21], [-1.24, -1.08, -0.39], [-0.24, 0.04, -0.05], [1.14, -0.85, 0.38], [1.44, -0.50, 0.97], [0.07, 1.81, -0.80], [-1.70, 0.21, 0.05], [-1.43, 1.07, 0.53], [-0.51, -1.33, -0.34], [-0.08, -0.08, 0.11], [0.87, -0.72, -0.41], [-1.67, -0.09, -0.93], [0.92, 0.40, -1.31], [-1.00, -0.89, -1.31], [1.16, 0.78, 0.88], [-1.88, -0.25, -0.17], [-0.16, -0.93, 1.29], [1.08, 0.94, 0.85], [0.89, -1.27, 1.02], [-0.30, 0.18, -0.38], [-1.57, -0.93, -0.61], [1.50, -0.27, 0.27], [0.58, 0.25, 0.43], [1.83, -0.94, 0.13], [-1.06, 1.01, 0.56], [1.47, -0.74, 0.24], [1.32, -0.89, -0.17], [0.53, 0.60, 1.46], [1.13, -1.38, 0.98], [-0.09, 1.25, -1.07], [-1.40, 0.35, -0.08], [-0.86, 0.35, -0.72], [1.11, -0.67, -3.07], [-0.25, 0.78, 0.07], [-1.43, -0.46, 0.79], [-0.02, 0.02, 0.00], [1.54, -0.56, -0.84], [0.00, 1.48, 1.17]]
}